Below is an isolated molecule of C18H24N2O3 at a distorted geometry, with properties calculated with ωB97M-V with the def2-TZVPD basis set.

The geometry in ORCA input format:
```
! RIJCOSX wB97M-V def2-TZVPD def2/J DEFGRID3
* xyz 0 1
O -0.59 -3.48 -0.84
C 0.40 -3.02 -0.26
C 0.25 -2.60 1.20
N 0.00 -1.15 1.40
C -0.53 -0.71 2.68
C -0.44 0.83 2.62
C -1.78 1.48 2.28
C -1.83 1.52 0.76
O -2.26 0.27 0.22
C -2.80 2.65 0.32
C -2.83 2.92 -1.20
C -3.21 4.29 -1.79
C -1.74 3.82 -1.86
C -0.39 1.79 0.36
C 0.52 1.16 1.44
C 1.09 -0.23 1.05
C 1.74 -3.05 -0.93
C 1.87 -3.67 -2.20
C 3.10 -3.74 -2.84
C 4.21 -3.26 -2.16
O 5.44 -3.22 -2.72
C 4.05 -2.75 -0.85
N 2.84 -2.65 -0.29
H 1.16 -2.86 1.75
H -0.55 -3.17 1.64
H -1.53 -1.08 2.80
H 0.09 -1.11 3.47
H -0.03 1.28 3.52
H -2.64 0.95 2.67
H -1.83 2.48 2.70
H -1.59 -0.39 0.46
H -2.52 3.61 0.81
H -3.79 2.37 0.72
H -3.08 2.06 -1.84
H -3.78 4.33 -2.73
H -3.48 5.10 -1.05
H -1.33 3.46 -2.82
H -1.05 4.38 -1.24
H -0.15 1.40 -0.61
H -0.15 2.85 0.37
H 1.34 1.83 1.75
H 2.00 -0.42 1.66
H 1.32 -0.28 0.01
H 0.97 -4.02 -2.64
H 3.17 -4.18 -3.81
H 5.43 -3.44 -3.65
H 4.91 -2.35 -0.32
*
```

Properties
HOMO-LUMO gap: 8.576 eV
relative energy (zero: lowest compared OMol25 entry of this formula, charge and spin): 75.8 kcal per mole
calculated total energy: -1035.4815 hartree
SMILES: O=C(CN1C[C@@H]2C[C@@](O)(CC3CC3)C[C@@H]2C1)c1ccc(O)cn1
molecular weight: 316.4 g/mol
HOMO energy: -8.6007 eV